(1)
18
Properties=species:S:1:pos:R:3:lowdin_charge:R:1 method="wB97M-V/def2-TZVPD" e_lumo_ev="0.1 / 0.1" e_homo_ev="-7.74 / -7.74"
C 0.781 1.180 0.442 -0.265
C 0.092 1.593 -2.288 -0.292
C -1.666 -2.778 1.365 -0.452
C 1.076 -2.547 1.406 -0.381
Si -0.438 2.288 -0.609 0.610
S -0.249 -3.551 1.594 0.872
H 1.697 1.578 0.257 -0.028
H 0.482 1.286 1.556 0.050
H 0.762 0.094 0.325 -0.019
H -0.117 2.209 -3.106 -0.012
H 1.158 1.434 -2.328 0.018
H -0.374 0.650 -2.441 0.014
H -1.946 2.195 -0.854 -0.046
H -2.492 -3.280 0.947 -0.032
H -1.882 -1.699 1.171 0.027
H 2.078 -2.891 1.517 -0.018
H 0.905 -1.460 1.220 -0.017
H 0.133 3.701 -0.173 -0.029

***

(2)
18
Properties=species:S:1:pos:R:3:lowdin_charge:R:1 method="wB97M-V/def2-TZVPD" e_lumo_ev=0.6 smiles="CC(C)=C[SiH2][SiH3]" e_homo_ev=-9.13
C -0.213 -1.005 0.022 -0.231
C -1.189 -0.095 0.029 -0.535
C -2.416 -0.548 0.707 -0.092
C -1.231 1.194 -0.592 -0.087
Si 2.884 0.401 0.455 0.401
Si 1.534 -0.794 -0.925 0.465
H -0.484 -1.963 0.474 0.052
H -3.261 -0.559 -0.006 0.095
H -2.387 -1.557 1.123 0.076
H -2.540 0.151 1.536 0.087
H -1.988 1.086 -1.424 0.118
H -0.208 1.587 -0.675 0.075
H -1.849 1.898 0.071 0.109
H 3.900 -0.356 1.207 -0.143
H 3.432 1.651 -0.200 -0.120
H 2.635 1.237 1.725 -0.109
H 1.590 -0.130 -2.265 -0.077
H 1.791 -2.199 -1.261 -0.086

***

(3)
37
Properties=species:S:1:pos:R:3:lowdin_charge:R:1 method="wB97M-V/def2-TZVPD" e_lumo_ev=-3.6 charge=-1 e_homo_ev=-6.58
Be 1.480 0.436 -0.288 0.964
C -3.352 0.434 -2.327 -0.666
F -4.384 0.610 -3.146 0.126
F -2.667 1.567 -2.355 0.125
F -3.862 0.221 -1.132 0.136
S -2.171 -1.038 -2.937 0.634
O -3.156 -1.836 -3.651 -0.302
O -1.261 -0.344 -3.746 -0.293
N -1.500 -1.457 -1.404 -0.330
S -1.982 -2.907 -1.222 0.591
O -3.463 -2.983 -1.308 -0.341
O -1.100 -3.814 -2.042 -0.356
C -1.491 -3.356 0.641 -0.634
F -1.097 -2.267 1.342 0.097
F -2.465 -4.015 1.260 0.136
F -0.491 -4.202 0.536 0.122
C -2.146 1.610 4.292 -0.002
C -1.223 2.630 3.490 -0.667
O -0.626 3.524 4.141 0.025
O -1.008 2.384 2.273 0.076
H -2.481 2.178 5.160 0.067
H -1.472 0.844 4.676 0.065
H -2.895 1.106 3.682 0.068
B 2.620 4.059 -0.770 -0.335
H 2.181 5.035 -0.630 -0.042
H 3.665 4.235 -0.971 -0.081
H 2.470 3.469 0.121 -0.058
H 2.194 3.474 -1.570 -0.109
O 3.422 -0.091 -3.381 -0.065
H 3.122 0.314 -4.196 0.036
H 4.331 -0.334 -3.554 0.027
O 3.288 0.178 2.818 -0.073
H 3.682 -0.540 3.314 0.028
H 3.688 0.968 3.179 0.036
O 3.098 -3.108 -0.024 -0.061
H 3.041 -3.919 -0.528 0.035
H 4.012 -3.063 0.255 0.025

***

(4)
22
Properties=species:S:1:pos:R:3:lowdin_charge:R:1 method="wB97M-V/def2-TZVPD" e_lumo_ev=3.4 charge=-1 e_homo_ev=-3.74
C -2.946 0.647 -2.891 -0.100
C -2.359 0.264 -1.899 -0.361
Ta -1.203 -0.714 -0.195 1.173
N -2.502 -2.386 -0.247 -0.294
B 0.480 0.972 -0.186 -0.777
O 0.540 1.855 -1.287 -0.014
N 1.556 1.206 0.829 -0.200
C 2.689 0.334 0.528 -0.143
C 1.120 0.945 2.196 -0.184
H -3.497 0.885 -3.770 -0.026
H -2.018 0.350 1.087 -0.128
H -0.220 -1.595 1.099 -0.147
H 0.021 -1.421 -1.412 -0.115
H -2.136 -3.205 0.229 -0.072
H -2.691 -2.647 -1.211 -0.062
H 1.146 1.521 -1.958 0.069
H 3.161 0.633 -0.409 0.073
H 3.427 0.418 1.331 0.072
H 2.393 -0.724 0.465 0.067
H 1.061 -0.126 2.432 0.044
H 1.833 1.397 2.896 0.068
H 0.145 1.392 2.374 0.056

***

(5)
29
Properties=species:S:1:pos:R:3:lowdin_charge:R:1 method="wB97M-V/def2-TZVPD" e_lumo_ev=0.1 smiles="CB(O)O[P@@](=O)(ON)OCCCS(=O)(=O)O" e_homo_ev=-10.69
C 3.132 1.989 1.494 0.022
B 2.824 1.263 0.147 -0.664
O 2.841 1.915 -1.034 0.188
O 2.557 -0.131 0.189 0.002
P 1.488 -0.882 -0.700 0.401
O 1.046 -0.146 -1.891 -0.206
O 2.178 -2.282 -1.025 -0.224
N 3.468 -2.645 -0.519 0.051
O 0.338 -1.238 0.321 -0.154
C -1.050 -1.092 -0.059 -0.196
C -1.462 0.375 0.044 -0.172
C -2.950 0.657 0.329 -0.223
S -4.051 -0.618 -0.253 0.588
O -4.131 -1.667 0.712 -0.266
O -3.720 -0.915 -1.610 -0.255
O -5.471 0.119 -0.235 -0.148
H 3.813 1.389 2.102 0.069
H 2.218 2.128 2.077 0.071
H 3.591 2.961 1.319 0.068
H 2.467 1.404 -1.768 0.090
H 3.397 -2.592 0.494 0.085
H 4.103 -1.910 -0.819 0.083
H -1.599 -1.720 0.640 0.121
H -1.198 -1.480 -1.065 0.124
H -0.891 0.803 0.871 0.124
H -1.159 0.897 -0.862 0.116
H -3.246 1.568 -0.196 0.105
H -3.144 0.784 1.394 0.113
H -5.388 1.068 -0.096 0.084

***

(6)
20
Properties=species:S:1:pos:R:3:lowdin_spin:R:1 method="wB97M-V/def2-TZVPD" e_lumo_ev="0.9 / -1.9" multiplicity=3 e_homo_ev="-6.15 / -9.02"
C 2.324 -1.825 0.397 0.012
C -1.888 1.803 1.519 0.041
C 1.604 -0.549 0.860 0.250
C -0.462 1.234 1.949 0.211
Si -1.140 -0.410 -3.617 0.010
Si -0.441 -0.581 1.108 1.305
Cl 0.121 -1.029 -2.167 0.066
H 3.356 -1.687 0.346 0.003
H 2.100 -2.639 1.029 0.004
H 2.004 -2.143 -0.566 0.001
H -1.932 2.926 1.667 0.002
H -1.926 1.641 0.417 0.020
H -2.776 1.413 2.018 0.003
H 1.723 0.255 0.253 0.018
H 1.967 -0.364 1.880 0.019
H -0.588 1.018 3.014 0.020
H 0.377 1.943 1.858 0.011
H -2.428 -0.062 -3.028 0.001
H -0.580 0.692 -4.527 0.001
H -1.415 -1.636 -4.409 0.001

***

(7)
44
Properties=species:S:1:pos:R:3:lowdin_spin:R:1 method="wB97M-V/def2-TZVPD" e_lumo_ev="-3.8 / -7.6" multiplicity=2 charge=+1 e_homo_ev="-13.86 / -13.86"
Y -0.407 1.073 -0.702 0.001
N 0.235 -1.105 3.415 0.000
C -0.772 -1.451 2.331 0.000
C -1.649 -2.613 2.772 0.000
P -1.626 0.141 1.966 0.000
O -2.864 0.084 2.947 0.000
O -2.075 0.091 0.509 0.000
O -0.590 1.176 2.246 0.000
P 0.318 -1.908 0.904 0.000
O -0.647 -2.599 -0.168 0.001
O 1.370 -2.801 1.432 0.000
O 0.756 -0.590 0.262 -0.001
H -0.180 -1.177 4.344 0.000
H 0.503 -0.114 3.251 0.000
H 1.045 -1.735 3.346 0.000
H -2.178 -2.372 3.695 0.000
H -1.062 -3.521 2.917 0.000
H -2.405 -2.801 2.011 0.000
H -3.542 0.757 2.781 0.000
H -0.701 -3.558 -0.065 0.000
N 3.670 -1.486 -2.453 0.032
C 2.499 -0.614 -2.235 0.419
C 0.910 -1.353 -2.850 0.071
O 1.301 -2.324 -3.424 0.285
O 0.027 -0.632 -2.506 0.131
H 4.479 -0.932 -2.752 0.006
H 3.464 -2.185 -3.178 0.007
H 3.921 -1.988 -1.596 0.000
H 2.524 0.283 -2.841 0.013
H 2.236 -0.511 -1.183 0.016
F 1.010 2.001 -2.281 0.000
Sb 2.297 3.229 -1.365 0.000
F 2.980 3.710 -3.010 0.000
F 0.944 4.481 -1.367 0.000
F 3.446 4.161 -0.272 0.001
F 1.388 2.346 0.110 0.000
F 3.428 1.706 -1.369 0.018
F -3.443 3.880 -1.069 0.000
Te -3.477 2.054 -0.866 0.000
F -1.640 2.685 0.006 0.000
F -4.826 2.263 -2.100 0.000
F -3.964 2.414 0.878 0.000
F -4.453 0.526 -0.501 0.000
O -2.251 1.308 -1.967 0.001

***

(8)
24
Properties=species:S:1:pos:R:3:lowdin_charge:R:1 method="wB97M-V/def2-TZVPD" e_lumo_ev=3.2 charge=-1 e_homo_ev=-3.28
C 1.328 -3.672 0.977 -0.216
Ga 0.946 -1.825 1.669 0.173
O 1.773 -0.517 0.615 -0.299
F 1.634 -1.685 3.362 -0.387
P -1.414 -1.481 1.665 0.644
N -1.661 0.280 1.634 -0.279
O -1.711 -1.729 0.029 -0.457
H 0.810 -4.428 1.572 -0.020
H 0.984 -3.763 -0.057 -0.019
H 2.400 -3.883 1.010 -0.022
H 2.724 -0.658 0.606 -0.025
H -2.364 0.451 0.921 0.001
H -2.083 0.564 2.513 -0.011
H -1.019 -1.340 -0.525 0.002
C -0.692 2.909 -2.676 -0.039
C -0.309 1.750 -1.769 -0.496
O -0.485 0.609 -2.128 0.067
C 0.268 2.125 -0.431 -0.039
H -1.103 2.531 -3.610 0.072
H -1.427 3.543 -2.177 0.076
H 0.184 3.528 -2.880 0.075
H -0.468 2.717 0.117 0.079
H 1.161 2.739 -0.576 0.084
H 0.526 1.236 0.142 0.037

***

(9)
18
Properties=species:S:1:pos:R:3:lowdin_spin:R:1 method="wB97M-V/def2-TZVPD" e_lumo_ev="4.1 / 4.1" multiplicity=2 charge=-1 e_homo_ev="1.43 / -4.50"
C 3.038 0.884 -0.352 0.086
C 2.291 -0.117 0.611 0.082
H 2.410 0.921 -1.275 0.020
H 4.054 0.380 -0.626 0.007
H 3.188 1.910 -0.007 0.015
H 2.262 -1.232 0.146 0.020
H 2.917 -0.102 1.505 0.010
H 1.362 0.386 0.863 0.018
C -2.512 -1.083 -1.022 0.189
N -1.646 -0.001 -0.392 0.030
C -1.852 0.235 0.972 0.238
H -2.732 -1.934 -0.375 0.022
H -3.414 -0.661 -1.457 0.035
H -1.763 -1.481 -1.880 0.030
H -1.677 0.857 -0.962 0.066
H -2.936 0.497 1.193 0.044
H -1.246 1.136 1.328 0.060
H -1.744 -0.594 1.730 0.028

***

(10)
19
Properties=species:S:1:pos:R:3:lowdin_charge:R:1 method="wB97M-V/def2-TZVPD" e_lumo_ev=-3.2 charge=+1 e_homo_ev=-12.57
C -0.687 -1.775 -1.882 -0.073
C -0.065 -0.401 -1.955 -0.209
N 1.117 -0.332 -1.031 0.152
H -1.615 -1.819 -2.508 0.110
H 0.000 -2.536 -2.278 0.090
H -0.962 -2.022 -0.832 0.092
H 0.323 -0.168 -2.954 0.136
H -0.728 0.406 -1.657 0.118
H 0.814 -0.175 -0.065 0.085
H 1.709 0.486 -1.212 0.163
H 1.677 -1.181 -1.081 0.169
C 0.522 1.651 1.001 -0.041
C -0.479 0.855 1.466 -0.296
N -0.640 0.401 2.774 0.061
H 1.315 2.001 1.667 0.073
H 0.487 2.013 -0.040 0.058
H -1.284 0.546 0.789 0.112
H 0.203 0.507 3.356 0.112
H -1.020 -0.529 2.829 0.087

***

| no. | E (eV) | F_max (hartree/bohr) |
| --- | --- | --- |
| 1 | -23051.49734 | 0.114 |
| 2 | -20094.98123 | 0.064 |
| 3 | -63317.63084 | 0.114 |
| 4 | -11610.67731 | 0.053 |
| 5 | -43033.31991 | 0.007 |
| 6 | -32632.78103 | 0.092 |
| 7 | -89117.21325 | 0.015 |
| 8 | -76377.81181 | 0.005 |
| 9 | -5845.78519 | 0.076 |
| 10 | -7332.02992 | 0.025 |